# 1
{"formula": "C24H56ClN8O12", "method": "ωB97M-V/def2-TZVPD", "species": ["Cl", "O", "O", "O", "O", "C", "C", "O", "N", "C", "H", "H", "H", "H", "H", "H", "H", "C", "C", "O", "N", "C", "H", "H", "H", "H", "H", "H", "H", "C", "C", "O", "N", "C", "H", "H", "H", "H", "H", "H", "H", "C", "C", "O", "N", "C", "H", "H", "H", "H", "H", "H", "H", "C", "C", "O", "N", "C", "H", "H", "H", "H", "H", "H", "H", "C", "C", "O", "N", "C", "H", "H", "H", "H", "H", "H", "H", "C", "C", "O", "N", "C", "H", "H", "H", "H", "H", "H", "H", "C", "C", "O", "N", "C", "H", "H", "H", "H", "H", "H", "H"], "xyz": [[-0.80, -0.95, -0.15], [-0.84, 0.08, 0.89], [0.27, -1.83, 0.19], [-2.02, -1.67, -0.10], [-0.46, -0.34, -1.43], [1.62, 6.64, 2.31], [0.60, 5.55, 2.07], [-0.59, 5.78, 2.30], [1.08, 4.43, 1.45], [0.31, 3.27, 1.08], [1.42, 7.50, 1.67], [2.61, 6.24, 2.08], [1.81, 6.87, 3.36], [1.99, 4.15, 1.78], [0.30, 2.43, 1.77], [0.57, 2.80, 0.14], [-0.77, 3.35, 1.14], [-2.57, 1.78, 3.42], [-1.88, 2.55, 4.50], [-1.77, 2.04, 5.61], [-1.45, 3.77, 4.27], [-0.75, 4.56, 5.29], [-3.63, 1.56, 3.58], [-2.12, 0.80, 3.30], [-2.33, 2.22, 2.45], [-1.60, 4.27, 3.40], [-1.51, 5.14, 5.82], [-0.28, 5.41, 4.80], [-0.04, 3.99, 5.89], [0.51, -4.57, 2.97], [1.99, -4.31, 2.79], [2.87, -4.88, 3.40], [2.25, -3.23, 2.00], [3.51, -2.48, 1.87], [0.23, -5.15, 2.09], [-0.09, -3.65, 3.00], [0.19, -5.21, 3.79], [1.42, -2.88, 1.54], [3.64, -1.48, 2.27], [3.81, -2.33, 0.83], [4.38, -3.01, 2.26], [0.14, -4.66, -1.84], [1.63, -4.96, -2.00], [2.06, -5.98, -2.57], [2.41, -3.97, -1.64], [3.81, -3.88, -1.82], [-0.19, -3.94, -2.58], [0.11, -4.29, -0.81], [-0.31, -5.66, -1.88], [2.01, -3.20, -1.12], [4.14, -2.85, -1.72], [4.14, -4.25, -2.79], [4.28, -4.50, -1.05], [-3.73, 0.57, -2.42], [-3.86, 2.06, -2.69], [-4.64, 2.63, -1.91], [-3.10, 2.65, -3.65], [-3.11, 4.02, -3.96], [-4.58, -0.08, -2.64], [-3.54, 0.30, -1.38], [-2.80, 0.25, -2.87], [-2.27, 2.14, -3.91], [-2.14, 4.42, -3.66], [-3.85, 4.56, -3.37], [-3.43, 4.02, -5.00], [1.25, -0.35, -7.89], [0.77, -0.31, -6.49], [-0.17, 0.33, -6.12], [1.45, -1.13, -5.63], [1.04, -1.28, -4.16], [0.75, -1.18, -8.39], [2.32, -0.54, -7.94], [1.00, 0.59, -8.39], [2.23, -1.63, -6.03], [1.43, -0.45, -3.57], [1.55, -2.14, -3.74], [0.00, -1.56, -3.98], [-2.61, -2.57, 3.37], [-3.79, -3.23, 4.16], [-3.64, -3.86, 5.22], [-4.96, -2.95, 3.72], [-6.27, -3.26, 4.32], [-2.13, -1.93, 4.12], [-2.95, -1.83, 2.64], [-2.03, -3.20, 2.70], [-5.04, -2.31, 2.94], [-6.34, -3.23, 5.41], [-6.82, -4.19, 4.14], [-7.02, -2.61, 3.86], [3.83, 2.76, -2.55], [4.62, 1.69, -1.91], [5.78, 1.67, -2.22], [4.15, 0.91, -0.98], [2.89, 0.97, -0.23], [2.93, 2.94, -1.97], [3.77, 2.57, -3.63], [4.48, 3.61, -2.34], [4.70, 0.10, -0.75], [2.71, 0.03, 0.29], [2.05, 1.19, -0.89], [3.03, 1.79, 0.48]], "charge": 0, "homo_lumo_gap_ev": [7.75, 1.97], "mol_weight_g_mol": 684.21, "s_squared": 0.778, "spin_multiplicity": 2}

# 2
{"formula": "C24H56HgN9O11", "method": "ωB97M-V/def2-TZVPD", "species": ["Hg", "N", "O", "O", "O", "C", "C", "O", "N", "C", "H", "H", "H", "H", "H", "H", "H", "C", "C", "O", "N", "C", "H", "H", "H", "H", "H", "H", "H", "C", "C", "O", "N", "C", "H", "H", "H", "H", "H", "H", "H", "C", "C", "O", "N", "C", "H", "H", "H", "H", "H", "H", "H", "C", "C", "O", "N", "C", "H", "H", "H", "H", "H", "H", "H", "C", "C", "O", "N", "C", "H", "H", "H", "H", "H", "H", "H", "C", "C", "O", "N", "C", "H", "H", "H", "H", "H", "H", "H", "C", "C", "O", "N", "C", "H", "H", "H", "H", "H", "H", "H"], "xyz": [[1.11, -1.10, -2.91], [-0.13, -0.38, -0.38], [0.22, -1.57, -0.71], [-1.00, -0.24, 0.49], [0.28, 0.57, -1.07], [0.98, -3.05, 4.64], [0.03, -2.28, 3.73], [-1.18, -2.39, 3.76], [0.60, -1.49, 2.79], [1.99, -1.27, 2.50], [1.45, -2.28, 5.27], [1.74, -3.62, 4.12], [0.35, -3.62, 5.30], [-0.05, -1.06, 2.14], [2.12, -0.89, 1.48], [2.63, -2.14, 2.63], [2.44, -0.46, 3.10], [-2.74, 1.06, -3.79], [-2.24, -0.21, -3.12], [-1.08, -0.58, -3.37], [-3.09, -0.86, -2.35], [-2.88, -2.14, -1.71], [-2.12, 1.88, -3.43], [-3.78, 1.26, -3.53], [-2.66, 1.03, -4.87], [-4.04, -0.51, -2.37], [-3.27, -2.95, -2.34], [-3.44, -2.14, -0.77], [-1.83, -2.34, -1.54], [-2.17, -4.05, 1.07], [-1.22, -5.18, 1.41], [-0.66, -5.85, 0.54], [-0.99, -5.37, 2.72], [-0.19, -6.43, 3.29], [-2.99, -3.93, 1.78], [-2.63, -4.14, 0.09], [-1.70, -3.07, 1.15], [-1.22, -4.51, 3.21], [-0.77, -7.34, 3.45], [0.21, -6.11, 4.25], [0.67, -6.65, 2.66], [3.11, 1.83, -1.10], [3.64, 0.45, -1.36], [3.03, -0.35, -2.09], [4.72, 0.03, -0.70], [5.28, -1.32, -0.64], [2.33, 2.06, -1.81], [3.93, 2.55, -1.03], [2.65, 1.86, -0.10], [5.27, 0.72, -0.22], [4.89, -1.80, 0.26], [6.35, -1.17, -0.62], [4.96, -1.93, -1.48], [-1.83, 6.50, -3.29], [-0.69, 5.63, -2.75], [0.46, 5.86, -3.11], [-1.03, 4.63, -1.94], [-0.08, 3.75, -1.28], [-2.15, 7.29, -2.62], [-2.65, 5.86, -3.63], [-1.39, 6.92, -4.19], [-2.00, 4.49, -1.64], [-0.03, 3.88, -0.19], [0.93, 4.01, -1.59], [-0.29, 2.71, -1.53], [3.68, -4.78, -1.80], [2.48, -3.90, -1.46], [2.12, -3.03, -2.27], [1.96, -3.97, -0.24], [2.38, -4.89, 0.81], [3.30, -5.80, -1.89], [4.45, -4.72, -1.03], [4.08, -4.55, -2.78], [1.11, -3.43, -0.12], [3.41, -4.78, 1.15], [2.20, -5.93, 0.51], [1.64, -4.73, 1.59], [-5.19, 3.64, -2.80], [-4.35, 3.73, -1.53], [-3.74, 4.74, -1.21], [-4.20, 2.56, -0.89], [-3.40, 2.33, 0.29], [-6.01, 2.92, -2.71], [-4.59, 3.49, -3.69], [-5.67, 4.62, -2.85], [-4.61, 1.75, -1.32], [-2.63, 3.07, 0.50], [-2.90, 1.36, 0.29], [-4.00, 2.33, 1.20], [1.55, 5.95, 3.06], [0.97, 4.55, 3.23], [0.53, 4.26, 4.33], [1.01, 3.72, 2.16], [0.52, 2.36, 2.13], [2.22, 6.20, 3.88], [0.75, 6.68, 3.08], [2.09, 6.08, 2.12], [1.55, 4.09, 1.40], [0.14, 2.17, 1.12], [-0.32, 2.24, 2.80], [1.31, 1.63, 2.31]], "charge": 1, "homo_lumo_gap_ev": 6.22, "mol_weight_g_mol": 847.35, "e_above_lowest_kj_mol": 0.0}

# 3
{"formula": "C24H56MnN9O11", "method": "ωB97M-V/def2-TZVPD", "species": ["Mn", "N", "O", "O", "O", "C", "C", "O", "N", "C", "H", "H", "H", "H", "H", "H", "H", "C", "C", "O", "N", "C", "H", "H", "H", "H", "H", "H", "H", "C", "C", "O", "N", "C", "H", "H", "H", "H", "H", "H", "H", "C", "C", "O", "N", "C", "H", "H", "H", "H", "H", "H", "H", "C", "C", "O", "N", "C", "H", "H", "H", "H", "H", "H", "H", "C", "C", "O", "N", "C", "H", "H", "H", "H", "H", "H", "H", "C", "C", "O", "N", "C", "H", "H", "H", "H", "H", "H", "H", "C", "C", "O", "N", "C", "H", "H", "H", "H", "H", "H", "H"], "xyz": [[0.86, -1.40, 1.46], [2.28, 1.21, -0.04], [2.95, 1.20, -1.03], [2.32, 2.08, 0.87], [1.40, 0.19, 0.08], [-6.17, -0.39, 2.75], [-5.68, 0.42, 1.58], [-4.44, 0.38, 1.21], [-6.53, 1.06, 0.81], [-6.12, 1.79, -0.38], [-5.47, -0.22, 3.60], [-6.14, -1.46, 2.57], [-7.23, -0.22, 3.10], [-7.44, 1.21, 1.20], [-5.61, 1.08, -1.05], [-5.38, 2.53, -0.11], [-6.99, 2.27, -0.77], [-2.60, -1.57, -0.92], [-1.12, -1.32, -0.81], [-0.70, -1.59, 0.37], [-0.32, -0.86, -1.76], [-0.80, -0.51, -3.03], [-2.85, -2.26, -1.74], [-3.13, -0.63, -1.07], [-2.92, -2.01, 0.04], [0.66, -0.63, -1.51], [-0.22, -1.04, -3.78], [-0.70, 0.56, -3.20], [-1.88, -0.70, -3.07], [2.99, -0.95, 4.77], [2.98, -0.36, 3.40], [2.49, -0.94, 2.36], [3.56, 0.78, 3.19], [4.16, 1.60, 4.23], [3.89, -1.61, 4.89], [2.12, -1.58, 4.89], [3.03, -0.23, 5.63], [3.47, 1.26, 2.29], [4.84, 2.30, 3.83], [4.77, 0.97, 4.92], [3.46, 2.16, 4.85], [2.46, 2.15, -4.95], [3.15, 0.77, -4.91], [3.14, 0.11, -3.87], [3.67, 0.28, -6.06], [4.33, -1.00, -6.00], [2.77, 2.62, -4.03], [1.38, 1.92, -4.97], [2.78, 2.73, -5.78], [3.75, 0.78, -6.94], [4.70, -1.40, -4.99], [5.18, -0.90, -6.71], [3.65, -1.78, -6.37], [-2.17, 1.03, 3.31], [-0.96, 0.78, 2.45], [-0.40, -0.39, 2.53], [-0.49, 1.73, 1.73], [-1.12, 3.01, 1.48], [-3.04, 0.80, 2.67], [-2.36, 2.04, 3.66], [-2.20, 0.23, 4.07], [0.29, 1.58, 1.08], [-1.87, 2.85, 0.69], [-0.43, 3.71, 1.03], [-1.52, 3.45, 2.41], [3.97, -1.53, -0.25], [2.93, -2.60, -0.32], [1.90, -2.60, 0.41], [3.11, -3.51, -1.26], [4.24, -3.45, -2.32], [3.81, -0.82, 0.56], [3.83, -0.91, -1.16], [4.98, -1.87, -0.20], [2.49, -4.29, -1.37], [5.12, -3.04, -1.91], [3.95, -2.77, -3.12], [4.38, -4.45, -2.74], [-0.63, 5.76, -1.88], [-1.67, 4.74, -2.11], [-2.22, 4.19, -1.13], [-1.96, 4.39, -3.36], [-3.03, 3.46, -3.47], [0.32, 5.23, -1.77], [-0.71, 6.28, -0.94], [-0.50, 6.52, -2.68], [-1.93, 5.07, -4.11], [-2.97, 2.85, -4.37], [-3.95, 3.98, -3.39], [-3.00, 2.79, -2.62], [-1.90, -2.95, 3.85], [-0.72, -3.72, 3.20], [0.11, -3.15, 2.50], [-0.63, -5.07, 3.40], [0.31, -5.93, 2.72], [-2.42, -3.58, 4.62], [-2.52, -2.53, 3.08], [-1.51, -2.13, 4.48], [-1.42, -5.60, 3.78], [0.85, -6.53, 3.46], [1.13, -5.33, 2.25], [-0.20, -6.57, 2.01]], "charge": 3, "homo_lumo_gap_ev": [2.53, 5.74], "mol_weight_g_mol": 701.70, "s_squared": 4.137, "spin_multiplicity": 4}

# 4
{"formula": "C24H56N10O14Pb", "method": "ωB97M-V/def2-TZVPD", "species": ["Pb", "N", "O", "O", "O", "N", "O", "O", "O", "C", "C", "O", "N", "C", "H", "H", "H", "H", "H", "H", "H", "C", "C", "O", "N", "C", "H", "H", "H", "H", "H", "H", "H", "C", "C", "O", "N", "C", "H", "H", "H", "H", "H", "H", "H", "C", "C", "O", "N", "C", "H", "H", "H", "H", "H", "H", "H", "C", "C", "O", "N", "C", "H", "H", "H", "H", "H", "H", "H", "C", "C", "O", "N", "C", "H", "H", "H", "H", "H", "H", "H", "C", "C", "O", "N", "C", "H", "H", "H", "H", "H", "H", "H", "C", "C", "O", "N", "C", "H", "H", "H", "H", "H", "H", "H"], "xyz": [[0.21, -0.29, -0.82], [-1.36, 2.00, -3.45], [-1.87, 3.03, -3.03], [-1.19, 1.03, -2.76], [-0.93, 1.99, -4.59], [3.51, -1.83, -1.74], [2.37, -1.32, -1.81], [4.42, -1.02, -1.69], [3.62, -3.05, -1.67], [-4.58, 3.36, -0.47], [-4.78, 2.52, 0.81], [-5.80, 2.76, 1.51], [-3.87, 1.58, 1.09], [-4.03, 0.78, 2.24], [-4.37, 4.42, -0.29], [-5.49, 3.26, -1.06], [-3.73, 2.97, -1.02], [-3.10, 1.31, 0.49], [-4.68, 1.21, 3.00], [-3.15, 0.76, 2.88], [-4.42, -0.23, 2.06], [-0.42, 3.22, 2.02], [-0.73, 2.86, 0.61], [-0.94, 1.67, 0.33], [-0.76, 3.81, -0.34], [-0.55, 5.30, -0.22], [-0.83, 2.42, 2.64], [-1.00, 4.08, 2.35], [0.60, 3.57, 2.15], [-0.89, 3.45, -1.28], [0.27, 5.69, -0.82], [-0.21, 5.50, 0.80], [-1.40, 5.99, -0.28], [1.45, -1.49, 5.88], [0.78, -0.14, 5.67], [1.04, 0.87, 6.30], [-0.17, -0.05, 4.78], [-0.54, -1.07, 3.79], [1.67, -1.98, 4.93], [0.88, -2.19, 6.49], [2.32, -1.28, 6.50], [-0.61, 0.86, 4.70], [-1.56, -0.94, 3.42], [-0.50, -2.09, 4.19], [0.12, -0.92, 2.94], [-4.09, -1.27, -1.28], [-3.17, -1.85, -0.25], [-2.17, -1.16, 0.02], [-3.45, -3.03, 0.39], [-2.86, -3.47, 1.67], [-3.93, -0.24, -1.59], [-5.04, -1.31, -0.75], [-4.16, -1.98, -2.10], [-4.38, -3.38, 0.21], [-3.30, -2.75, 2.36], [-1.77, -3.46, 1.70], [-3.23, -4.43, 2.04], [2.96, 1.62, 2.60], [2.97, 0.58, 1.53], [1.94, 0.21, 1.04], [4.07, 0.03, 1.03], [5.47, 0.47, 1.12], [1.96, 2.05, 2.67], [3.67, 2.45, 2.59], [3.12, 1.27, 3.62], [3.84, -0.53, 0.22], [5.66, 1.50, 0.81], [5.92, -0.08, 0.29], [5.96, 0.30, 2.08], [0.27, -4.65, -0.52], [0.92, -3.65, 0.44], [0.61, -2.48, 0.39], [1.85, -4.10, 1.32], [2.59, -3.08, 2.10], [0.91, -4.76, -1.40], [-0.70, -4.35, -0.91], [0.12, -5.61, -0.02], [1.90, -5.08, 1.54], [3.23, -3.58, 2.82], [1.88, -2.46, 2.64], [3.12, -2.43, 1.40], [-0.66, -3.87, -4.02], [-0.61, -2.40, -3.49], [-0.61, -2.23, -2.30], [-0.54, -1.39, -4.28], [-0.50, -1.30, -5.78], [0.06, -4.54, -3.56], [-0.56, -3.81, -5.10], [-1.64, -4.33, -3.88], [-0.46, -0.52, -3.77], [0.22, -0.52, -6.03], [-1.48, -1.00, -6.15], [-0.22, -2.19, -6.34], [2.55, 3.69, -1.36], [2.30, 2.50, -2.21], [1.48, 1.68, -1.71], [2.77, 2.42, -3.45], [2.44, 1.37, -4.40], [3.50, 4.22, -1.46], [2.51, 3.47, -0.30], [1.82, 4.49, -1.49], [3.15, 3.29, -3.81], [2.51, 1.70, -5.44], [1.41, 1.03, -4.42], [3.11, 0.52, -4.34]], "charge": 0, "homo_lumo_gap_ev": 8.72, "mol_weight_g_mol": 915.97, "e_above_lowest_kj_mol": 0.0}

# 5
{"formula": "C24H56N2O5", "method": "ωB97M-V/def2-TZVPD", "species": ["C", "C", "C", "C", "C", "C", "C", "C", "C", "N", "O", "H", "H", "H", "H", "H", "H", "H", "H", "H", "H", "H", "H", "H", "H", "H", "H", "H", "H", "H", "C", "C", "C", "C", "C", "C", "C", "C", "C", "N", "O", "H", "H", "H", "H", "H", "H", "H", "H", "H", "H", "H", "H", "H", "H", "H", "H", "H", "H", "H", "C", "C", "O", "H", "H", "H", "H", "H", "H", "C", "C", "O", "H", "H", "H", "H", "H", "H", "C", "C", "O", "H", "H", "H", "H", "H", "H"], "xyz": [[-1.19, 2.36, 1.27], [-2.06, 2.30, 2.51], [-2.85, 3.61, 2.52], [-1.12, 2.28, 3.71], [-0.45, 0.86, 3.85], [-1.66, -0.07, 4.04], [-2.59, -0.20, 2.90], [-2.05, -0.94, 1.62], [-3.87, -1.02, 3.30], [-3.02, 1.16, 2.42], [-4.23, 1.31, 2.10], [-0.35, 1.67, 1.25], [-0.68, 3.29, 1.23], [-1.75, 2.13, 0.37], [-3.71, 3.72, 3.13], [-3.13, 4.10, 1.61], [-2.10, 4.35, 2.88], [-0.39, 3.03, 3.63], [-1.65, 2.58, 4.73], [0.18, 0.55, 2.99], [0.10, 0.82, 4.72], [-1.44, -1.10, 4.24], [-2.13, 0.30, 5.00], [-2.74, -0.98, 0.75], [-1.81, -2.04, 1.72], [-1.16, -0.28, 1.29], [-3.62, -1.95, 3.74], [-4.44, -1.16, 2.38], [-4.33, -0.44, 4.14], [-4.18, 0.99, 1.20], [-1.39, -0.94, -4.90], [-1.36, -1.91, -3.68], [-2.15, -3.12, -4.24], [-2.11, -1.38, -2.42], [-1.29, -0.22, -1.78], [-0.02, -0.83, -1.30], [0.86, -1.55, -2.35], [1.69, -0.51, -3.05], [1.88, -2.51, -1.70], [0.06, -2.25, -3.31], [0.57, -3.17, -4.00], [-1.01, 0.03, -4.60], [-2.36, -0.72, -5.40], [-0.77, -1.28, -5.77], [-3.24, -3.10, -4.31], [-1.85, -4.06, -3.77], [-1.77, -3.45, -5.23], [-3.11, -1.07, -2.48], [-2.19, -2.07, -1.63], [-0.97, 0.55, -2.55], [-1.73, 0.30, -0.97], [0.47, 0.00, -0.69], [-0.23, -1.54, -0.57], [1.17, 0.37, -3.42], [2.13, -0.89, -3.99], [2.42, -0.03, -2.37], [1.38, -3.41, -1.33], [2.31, -2.06, -0.85], [2.67, -2.84, -2.43], [1.08, -3.79, -3.57], [1.02, -2.36, 2.40], [2.19, -1.44, 2.02], [1.97, -0.40, 1.19], [0.54, -2.96, 1.61], [0.20, -1.98, 2.99], [1.59, -3.10, 3.05], [3.09, -1.97, 1.69], [2.57, -1.07, 2.92], [2.83, -0.01, 0.94], [5.15, -0.80, -0.26], [5.00, 0.52, 0.47], [4.03, 1.24, -0.23], [4.21, -1.01, -0.74], [5.32, -1.66, 0.41], [5.87, -0.70, -1.12], [5.90, 0.93, 0.15], [4.72, 0.35, 1.48], [4.22, 2.14, -0.25], [0.63, 4.02, -1.22], [1.75, 2.95, -1.01], [2.29, 2.67, -2.26], [1.00, 4.70, -2.01], [0.46, 4.61, -0.32], [-0.30, 3.68, -1.53], [1.39, 2.17, -0.38], [2.59, 3.50, -0.54], [3.10, 2.17, -2.03]], "charge": 0, "homo_lumo_gap_ev": 7.15, "mol_weight_g_mol": 452.72, "smiles": "CC1(C)CCCC(C)(C)N1O.CC1(C)CCCC(C)(C)N1O.CCO.CCO.CCO", "e_above_lowest_kj_mol": 669.7}